Record 1
The following is a DFT calculation (ωB97M-V with the def2-TZVPD basis set) of a molecular structure, CH3N2O5S.

XYZ file:
```
12
CH3N2O5S (ωB97M-V with the def2-TZVPD basis set)
C -0.2547 -1.3862 0.9670
N 0.4990 0.7327 -1.4799
N 1.1816 1.3714 -0.5920
O 0.9596 1.2690 0.6462
O 2.0436 2.1013 -1.0349
O -1.2681 -0.8380 -2.1158
O -1.9086 0.9492 -0.6130
O -0.3464 -0.4836 1.9233
S -0.8837 -0.0539 -0.9627
H 0.7069 -1.7995 0.4963
H -0.9333 -2.2925 1.1128
H 0.2039 0.4300 1.6527
```

Summary:
HOMO (eV): -4.8
Net charge: -1
Orbital gap (eV): 8.3270
Energy relative to the best compared isomer or geometry (same formula, charge and spin) (eV): 3.478
Multiplicity: 1

Results of the Löwdin charge analysis, in e, for atoms 1 through 2: number 1, C, carries -0.197; number 2, N, carries -0.099

***

Record 2
The following is a DFT calculation (ωB97M-V with the def2-TZVPD basis set) of a molecular structure, C4H26NO9.

XYZ file:
```
40
C4H26NO9 (ωB97M-V with the def2-TZVPD basis set)
C -0.4880 -0.0132 0.6747
O 0.7036 0.5707 0.2001
C -1.6473 0.3561 -0.2877
C -2.9688 0.5471 0.3579
C -3.3244 -0.7528 1.2832
N -3.1290 -2.0133 0.5887
H -0.2069 -1.0197 0.9237
H -0.8396 0.3207 1.6359
H -1.1802 1.2335 -0.7900
H -1.6544 -0.2521 -1.2133
H -2.8871 1.4612 0.9559
H -3.6753 0.7307 -0.4656
H -4.4086 -0.6592 1.4905
H -2.9557 -0.5125 2.3129
H -2.2033 -2.0886 0.1758
H -3.8983 -2.1684 0.0499
H 1.6949 -0.9664 0.9246
H 1.1229 -2.3556 1.2464
O 1.9332 -1.9133 1.0718
H 3.2444 -3.0752 0.2674
H 4.1255 -1.9239 -0.5959
O 3.9138 -2.8813 -0.4307
H 0.4059 1.8362 0.3055
H 0.4204 3.1940 -0.4982
O 0.1196 2.8685 0.3537
H -0.0295 -1.8242 -2.8931
H -0.5641 -2.6022 -4.1631
O -0.4564 -2.6579 -3.2397
H 2.8851 0.1036 -0.6259
H 3.2502 1.2374 -1.4663
O 3.1383 0.3475 -1.5883
H 0.6841 0.0132 -1.7502
H 1.7808 0.1477 -2.8756
O 0.7937 0.0159 -2.6948
H 0.0072 3.6630 1.6296
H -0.8558 3.3534 2.6135
O -0.4580 4.2326 2.3888
H 2.4110 0.4414 1.1697
H 2.2570 1.8393 1.3605
O 2.9389 1.1663 1.5978
```

Summary:
HOMO (alpha / beta) (eV): -10.1 / -10.1
Net charge: 0
Orbital gap (alpha / beta) (eV): 9.9327 / 4.8023
Energy relative to the best compared isomer or geometry (same formula, charge and spin) (eV): 3.039
Multiplicity: 2

Results of the Löwdin charge analysis, in e, for atoms 1 through 2: number 1, C, carries -0.174; number 2, O, carries -0.074

***

Record 3
The following is a DFT calculation (ωB97M-V with the def2-TZVPD basis set) of 2 unconnected molecules or ions with the total composition CH8N2O2Si2.

XYZ file:
```
15
CH8N2O2Si2 (ωB97M-V with the def2-TZVPD basis set)
C 0.6280 -0.2633 1.4530
N 1.2779 -0.7339 2.5163
N 0.8178 -0.9592 0.3510
O -0.2132 0.6312 1.4461
O -0.1691 -1.3393 -2.0649
Si -1.8072 0.7927 -0.4093
Si 0.1951 -0.1391 -1.0561
H 2.0381 -1.4512 2.4270
H 1.3440 -0.0125 3.3121
H 1.4847 -1.6279 0.4120
H 0.3508 -2.1458 -2.1541
H -2.5351 -0.1259 0.5743
H -2.6023 0.7048 -1.7561
H -1.2840 2.1229 -0.0473
H 1.7998 1.2494 -1.5749
```

Summary:
HOMO (eV): -8.6
Net charge: 0
Orbital gap (eV): 8.9463
Energy relative to the best compared isomer or geometry (same formula, charge and spin) (eV): 2.559
Multiplicity: 1

Results of the Löwdin charge analysis, in e, for atoms 1 through 2: number 1, C, carries -0.770; number 2, N, carries 0.153

***

Record 4
The following is a DFT calculation (ωB97M-V with the def2-TZVPD basis set) of a molecular structure, C38H25Br2N2O6P2Ta.

XYZ file:
```
76
C38H25Br2N2O6P2Ta (ωB97M-V with the def2-TZVPD basis set)
Ta -0.3561 0.9536 -0.5192
N -3.2671 -0.0012 -0.1411
P -2.2300 -0.7966 -1.2561
C -2.6617 -2.5510 -1.1577
C -3.8985 -2.9628 -1.6555
C -4.2327 -4.3032 -1.5973
C -3.3357 -5.2249 -1.0733
C -2.1026 -4.8104 -0.5927
C -1.7591 -3.4696 -0.6312
C -2.6708 -0.2507 -2.9249
C -1.8818 -0.9409 -3.9498
C -1.6985 -0.4407 -5.1693
C -2.2073 0.9163 -5.5557
C -3.0128 1.6304 -4.4510
C -3.2951 0.9073 -3.1806
P -2.5651 1.1267 0.9262
C -3.5516 2.6387 0.7312
C -4.7748 2.6035 0.0622
C -5.4494 3.7853 -0.1885
C -4.9197 4.9958 0.2280
C -3.7221 5.0304 0.9246
C -3.0298 3.8582 1.1662
C -2.7439 0.4713 2.6086
C -2.6449 1.3700 3.6700
C -2.7576 0.9071 4.9676
C -2.9666 -0.4434 5.2086
C -3.0534 -1.3398 4.1527
C -2.9191 -0.8910 2.8493
H -4.1621 -0.4214 0.0894
H -4.5780 -2.2395 -2.0884
H -5.1911 -4.6310 -1.9688
H -3.5952 -6.2723 -1.0617
H -1.4085 -5.5324 -0.1935
H -0.7965 -3.1331 -0.2731
H -1.4681 -1.9037 -3.6736
H -1.1363 -0.9707 -5.9218
H -2.6604 0.9098 -6.5518
H -3.8497 2.2131 -4.8271
H -3.8705 1.4430 -2.4339
H -5.2018 1.6631 -0.2558
H -6.3896 3.7596 -0.7165
H -5.4337 5.9163 0.0064
H -3.3225 5.9750 1.2590
H -2.0741 3.8922 1.6740
H -2.4953 2.4219 3.4718
H -2.6852 1.5954 5.7944
H -3.0590 -0.8055 6.2209
H -3.2271 -2.3881 4.3509
H -2.9617 -1.5899 2.0243
O -1.8556 4.8279 -4.9759
C -1.8696 4.0017 -4.1243
C -1.7011 2.4736 -4.2985
O -1.1661 1.9135 -5.4728
C -1.0232 2.1414 -2.9886
C -1.3254 3.0761 -2.0214
O -0.9722 2.6918 -0.8016
C -1.9837 4.2471 -2.5907
O -2.5549 5.1528 -2.0420
O -0.3863 1.0887 -2.6092
Br 2.3940 -3.0555 -0.9174
C 3.0016 -1.4632 -0.1335
C 4.3373 -1.2925 0.2544
C 4.7650 -0.1082 0.8153
Br 6.5762 0.0876 1.2863
C 3.8595 0.9768 1.0184
C 4.1620 2.2251 1.5912
C 3.1833 3.1969 1.6743
C 1.9010 2.9313 1.1907
N 1.5713 1.7570 0.6781
C 2.5188 0.7875 0.5934
C 2.0827 -0.4368 0.0310
O 0.8031 -0.4658 -0.3225
H 5.0259 -2.1105 0.1087
H 5.1585 2.4209 1.9568
H 3.3961 4.1620 2.1102
H 1.1215 3.6858 1.2167
```

Summary:
HOMO (eV): -13.8
Net charge: +2
Orbital gap (eV): 6.2240
Multiplicity: 1

Results of the Löwdin charge analysis, in e, for atoms 1 through 2: number 1, Ta, carries 1.765; number 2, N, carries -0.358

***

> Among the records above, which one has the lowest net charge?

CH3N2O5S

***

> Which formula does entry 3 have?

CH8N2O2Si2

***

> The highest net charge belongs to which entry?

C38H25Br2N2O6P2Ta